[1]
Molecular formula: C30H60N8O5Si4Sm
Method: DFT, the ωB97M-V functional and the def2-TZVPD basis

The geometry in XYZ format:
```
108
C30H60N8O5Si4Sm | the OMol25 dataset | the ωB97M-V functional and the def2-TZVPD basis
Sm -0.31 0.60 -0.22
N 0.45 0.91 -2.69
C -0.04 2.02 -3.50
C -1.55 2.15 -3.33
N -2.01 2.64 -2.02
C -3.48 2.55 -2.07
C -4.25 2.85 -0.79
N -4.04 1.81 0.21
C -1.58 4.03 -1.78
C -0.87 4.20 -0.43
N 0.32 3.35 -0.35
H 1.44 0.76 -2.91
H -0.05 0.07 -3.02
H 0.15 1.87 -4.58
H 0.48 2.94 -3.22
H -1.98 1.15 -3.48
H -1.94 2.81 -4.13
H -3.74 1.53 -2.37
H -3.86 3.24 -2.85
H -5.32 2.94 -1.08
H -3.96 3.82 -0.36
H -3.99 0.90 -0.23
H -4.79 1.81 0.90
H -2.44 4.71 -1.80
H -0.91 4.35 -2.57
H -1.54 3.91 0.38
H -0.62 5.27 -0.32
H 0.76 3.49 0.56
H 1.00 3.67 -1.04
N 0.96 -3.85 -1.94
C 1.83 -3.65 -0.91
C 1.72 -2.33 -0.57
N 0.81 -1.72 -1.37
C 0.36 -2.65 -2.20
C -0.60 -2.48 -3.24
N -1.10 -1.32 -3.63
C -1.96 -1.59 -4.64
C -1.99 -2.94 -4.88
N -1.12 -3.49 -3.99
H 0.78 -4.73 -2.40
H 2.43 -4.44 -0.51
H 2.25 -1.79 0.19
H -2.50 -0.81 -5.13
H -2.54 -3.52 -5.58
H -0.92 -4.48 -3.90
O -2.33 -0.40 -0.99
C -2.01 -1.35 -0.23
O -1.32 -1.17 0.80
C -2.39 -2.75 -0.61
C -1.73 -3.81 -0.02
C -1.92 -5.12 -0.45
C -2.81 -5.32 -1.48
O -3.14 -6.48 -2.10
C -4.13 -6.14 -3.06
O -4.30 -4.74 -3.06
C -3.50 -4.25 -2.06
C -3.31 -2.96 -1.65
H -1.05 -3.61 0.80
H -1.40 -5.95 0.00
H -5.08 -6.63 -2.82
H -3.80 -6.48 -4.06
H -3.84 -2.13 -2.09
C 4.57 -0.83 -0.50
Si 4.00 0.64 0.62
C 5.56 1.04 1.65
C 3.75 2.01 -0.71
Si 1.82 0.63 1.75
Si 2.25 2.52 3.25
C 3.39 2.05 4.72
C 0.71 3.32 4.07
C 3.04 4.03 2.37
Si 1.63 -1.20 3.36
C 3.00 -1.57 4.65
C -0.01 -0.87 4.29
C 1.28 -2.90 2.54
H 5.54 -0.64 -0.95
H 3.86 -1.00 -1.31
H 4.65 -1.76 0.06
H 6.42 1.25 1.03
H 5.81 0.21 2.30
H 5.39 1.91 2.29
H 4.59 2.09 -1.40
H 3.62 2.99 -0.25
H 2.85 1.80 -1.29
H 2.81 1.57 5.51
H 3.88 2.91 5.15
H 4.16 1.35 4.41
H 0.25 2.66 4.79
H -0.04 3.59 3.33
H 0.98 4.23 4.60
H 3.97 3.78 1.88
H 3.25 4.83 3.08
H 2.38 4.45 1.61
H 3.09 -0.78 5.39
H 3.97 -1.68 4.17
H 2.79 -2.50 5.18
H -0.01 0.08 4.81
H -0.24 -1.64 5.02
H -0.83 -0.86 3.57
H 2.17 -3.36 2.12
H 0.56 -2.76 1.74
H 0.85 -3.60 3.25
C -2.17 1.77 2.82
O -1.74 1.83 1.46
H -2.65 2.71 3.11
H -1.31 1.58 3.45
H -2.89 0.95 2.96
H -2.60 1.89 0.93
```

Total charge   +1
Multiplicity   6
HOMO level (spin up / spin down)   -9.47 / -9.35 eV
Energy relative to the best compared isomer or geometry (same formula, charge and spin)   0.561 eV
Total energy   -3809.34655 Eh
Expectation value of S²   8.770

Here are the Mulliken charges for atoms 1 to 4, given in e:
1 Sm -0.59
2 N 0.19
3 C -0.76
4 C -1.13



[2]
Molecular formula: C26H42N6Zn
Method: DFT, the ωB97M-V functional and the def2-TZVPD basis

The geometry in XYZ format:
```
75
C26H42N6Zn | the OMol25 dataset | the ωB97M-V functional and the def2-TZVPD basis
Zn -0.53 0.24 0.35
C 2.48 1.60 1.01
C 1.97 1.60 2.45
C 2.41 2.88 3.19
C 0.47 1.46 2.56
C -0.40 1.98 1.58
C -1.80 1.92 1.73
C -2.38 1.31 2.84
C -3.87 1.21 3.01
C -1.50 0.81 3.81
C -0.12 0.89 3.68
H 3.56 1.44 0.99
H 2.30 2.56 0.51
H 2.02 0.81 0.40
H 2.41 0.75 2.97
H 1.91 3.75 2.77
H 3.49 3.02 3.08
H 2.17 2.83 4.25
H 0.01 2.61 0.78
H -2.43 2.39 0.99
H -4.22 0.21 2.76
H -4.39 1.92 2.36
H -4.16 1.42 4.04
H -1.92 0.37 4.71
H 0.51 0.51 4.47
C 3.40 -3.44 0.47
N 2.58 -2.27 0.11
C 2.92 -1.64 -1.16
C 1.45 -1.97 0.77
N 0.38 -1.45 0.13
C -0.02 -1.99 -1.14
C 0.20 -3.32 -1.49
C -0.27 -3.82 -2.69
C -1.02 -3.01 -3.53
C -1.29 -1.70 -3.16
C -0.78 -1.17 -1.98
N -1.11 0.15 -1.51
C -1.48 1.11 -2.37
N -0.79 1.34 -3.49
C 0.61 0.94 -3.63
C -1.42 1.84 -4.73
N -2.56 1.86 -2.08
C -3.71 1.24 -1.41
C -2.66 3.28 -2.43
N 1.40 -2.12 2.10
C 2.59 -2.05 2.94
C 0.14 -2.43 2.79
H 3.54 -4.04 -0.43
H 2.89 -4.05 1.21
H 4.38 -3.14 0.84
H 2.61 -2.25 -2.01
H 4.00 -1.50 -1.20
H 2.43 -0.67 -1.23
H 0.74 -3.97 -0.81
H -0.09 -4.86 -2.95
H -1.42 -3.40 -4.46
H -1.91 -1.08 -3.80
H 1.07 0.87 -2.65
H 1.13 1.70 -4.21
H 0.70 -0.02 -4.14
H -2.50 1.74 -4.67
H -1.07 1.22 -5.56
H -1.15 2.87 -4.93
H -4.11 0.42 -2.00
H -4.49 2.00 -1.32
H -3.47 0.87 -0.42
H -1.68 3.66 -2.74
H -2.97 3.84 -1.55
H -3.38 3.46 -3.22
H 3.36 -1.45 2.45
H 3.00 -3.03 3.18
H 2.31 -1.56 3.88
H -0.64 -2.61 2.07
H -0.15 -1.61 3.45
H 0.28 -3.32 3.40
```

Total charge   +2
Multiplicity   1
HOMO level   -13.39 eV
Total energy   -3123.32925 Eh

Here are the Mulliken charges for atoms 1 to 4, given in e:
1 Zn -0.22
2 C -1.49
3 C 0.59
4 C -1.58



[3]
Molecular formula: C19H25O4PRuS3
Method: DFT, the ωB97M-V functional and the def2-TZVPD basis

The geometry in XYZ format:
```
53
C19H25O4PRuS3 | the OMol25 dataset | the ωB97M-V functional and the def2-TZVPD basis
Ru -0.28 0.24 -1.43
S -0.09 1.46 -5.78
C -0.21 0.93 -4.27
S -0.70 -0.65 -3.75
S 0.15 1.97 -2.89
C -2.85 3.49 -0.12
C -1.78 3.19 0.92
C -2.32 3.31 2.33
C -0.56 4.07 0.71
O -1.26 1.82 0.74
P -2.20 0.55 0.48
O -3.36 0.41 1.35
O -2.34 0.47 -1.05
O -1.00 -0.55 0.66
C -1.31 -2.00 0.97
C -1.81 -2.05 2.40
C 0.01 -2.70 0.83
C -2.34 -2.52 -0.02
H -3.14 4.53 -0.03
H -3.74 2.88 0.03
H -2.47 3.31 -1.13
H -2.67 4.33 2.50
H -1.53 3.09 3.06
H -3.14 2.61 2.49
H -0.82 5.11 0.87
H -0.19 3.97 -0.31
H 0.23 3.79 1.41
H -1.05 -1.66 3.08
H -2.00 -3.10 2.66
H -2.73 -1.49 2.53
H 0.79 -2.19 1.41
H 0.34 -2.76 -0.21
H -0.09 -3.72 1.20
H -3.31 -2.04 0.10
H -2.46 -3.59 0.16
H -2.01 -2.39 -1.05
C 4.05 -3.46 -1.29
C 2.91 -3.30 -2.11
C 2.13 -2.19 -2.01
C 2.43 -1.16 -1.08
C 1.65 0.03 -0.90
C 2.06 1.01 -0.04
C 3.25 0.87 0.71
C 3.98 -0.27 0.60
C 3.60 -1.30 -0.29
C 4.39 -2.47 -0.42
H 4.66 -4.35 -1.38
H 2.65 -4.07 -2.83
H 1.28 -2.07 -2.67
H 1.46 1.91 0.10
H 3.55 1.67 1.38
H 4.88 -0.39 1.19
H 5.28 -2.56 0.20
```

Total charge   0
Multiplicity   5
HOMO level (spin up / spin down)   -8.13 / -8.53 eV
Total energy   -2670.82357 Eh
Expectation value of S²   6.040

Here are the Mulliken charges for atoms 1 to 4, given in e:
1 Ru 0.01
2 S -0.19
3 C 0.33
4 S -0.25



[4]
Molecular formula: C2H5NO2
Method: DFT, the ωB97M-V functional and the def2-TZVPD basis

The geometry in XYZ format:
```
10
C2H5NO2 | the OMol25 dataset | the ωB97M-V functional and the def2-TZVPD basis
C 1.42 -0.57 -0.04
C -0.35 1.01 0.03
H 2.13 -0.76 0.86
H 0.49 -1.10 -0.24
H 2.21 -0.64 -0.76
H -0.81 1.94 -0.32
H -2.73 -0.84 0.21
N -1.02 -0.02 0.19
O 1.09 0.94 0.10
O -2.43 0.04 -0.04
```

Total charge   0
Multiplicity   1
HOMO level   -9.59 eV
Energy relative to the best compared isomer or geometry (same formula, charge and spin)   4.020 eV
Total energy   -284.31962 Eh

Here are the Mulliken charges for atoms 1 to 4, given in e:
1 C -0.53
2 C 0.09
3 H 0.20
4 H 0.36